(1)
{"formula": "C20H30FO15", "method": "ωB97M-V with the def2-TZVPD basis set", "symbols": ["F", "O", "O", "O", "O", "O", "O", "O", "O", "O", "O", "O", "O", "O", "O", "O", "C", "C", "C", "C", "C", "C", "C", "C", "C", "C", "C", "C", "C", "C", "C", "C", "C", "C", "C", "C", "H", "H", "H", "H", "H", "H", "H", "H", "H", "H", "H", "H", "H", "H", "H", "H", "H", "H", "H", "H", "H", "H", "H", "H", "H", "H", "H", "H", "H", "H"], "positions_angstrom": [[0.1130, -0.4079, 0.5495], [3.5737, -4.7874, -2.1974], [4.8545, -2.0751, 4.2884], [1.2653, -4.2355, -2.3113], [2.7965, -2.8735, -1.5076], [-0.8965, 3.3873, -0.4516], [-2.5176, -1.1626, -5.8421], [-4.0044, 0.1935, 2.1488], [-2.0061, 0.7886, -4.8946], [1.1274, 4.0534, -0.8779], [4.2835, -0.6717, 2.7532], [-1.5625, -1.0136, -3.7913], [-5.9399, -1.1027, 2.1786], [-3.9055, -1.7667, 1.5974], [2.7498, -2.0058, 3.5983], [-0.5925, 4.7258, -2.3114], [-2.7693, 1.9544, -3.0788], [2.6009, -3.9728, -2.0740], [2.2339, 3.9977, 1.4224], [-2.6252, 0.0301, 2.2071], [3.3187, 0.0986, 0.7045], [-0.6655, -3.2077, -1.1165], [3.0257, -0.1370, 2.2064], [4.0523, -1.6410, 3.6177], [-2.3024, -0.0418, 3.7975], [-4.7025, -0.9688, 2.0147], [1.5269, -2.1629, -1.2531], [-0.2392, 3.1590, 0.7645], [1.2568, 3.3709, 0.3615], [-2.5300, -1.3695, 1.6344], [-1.9731, -0.5513, -4.9576], [-1.6078, 1.2658, -3.6136], [-0.1256, 4.0571, -1.3178], [2.1278, -1.2815, 2.5196], [0.6418, -3.0667, -1.9086], [-1.1317, 0.0070, -2.8698], [-0.6919, 1.9900, -3.7415], [-2.6003, 0.8956, 4.1195], [1.0442, -0.8951, 2.8012], [1.6327, -1.1551, -1.7669], [-2.9967, 2.8939, -3.7818], [2.4377, 0.3696, 0.0417], [3.9432, 1.0667, 0.6886], [-0.4406, 2.1666, 0.9621], [1.8498, -2.1271, 1.9113], [-2.6229, 2.4972, -2.0289], [-1.2323, -0.2121, -1.9332], [3.2087, 3.9968, 1.0474], [-1.1368, -0.0990, 3.9184], [0.2493, -2.5922, -2.9035], [-2.0791, -1.2426, 0.7318], [2.7154, 0.7405, 2.6430], [-3.7526, 1.4977, -3.1147], [-1.4841, -3.7560, -1.6392], [-2.8582, -0.7514, 4.4090], [2.3481, 3.2256, 2.2616], [-0.5092, -3.4172, -0.0113], [3.7881, -0.7266, 0.3190], [2.0925, 4.9448, 1.8769], [-0.4325, 3.6149, 1.7260], [1.6994, -2.2110, -0.2298], [-1.2387, -2.2847, -1.1991], [-0.0089, -0.0125, -2.9471], [1.4951, 2.3002, 0.0554], [-2.0648, 0.6857, 1.7218], [-1.8057, -1.9889, 2.0727]], "forces_ev_per_angstrom": [[-0.22, 0.26, 0.01], [-4.09, 2.30, -0.51], [4.52, -2.93, 4.01], [2.47, -0.55, 0.67], [1.01, 3.35, 0.03], [-1.54, 1.13, -0.42], [1.38, -0.02, 0.56], [-2.61, 3.22, 0.51], [0.91, 0.36, -0.84], [0.71, 1.26, -0.90], [-0.30, 2.28, -1.09], [0.29, -2.00, 1.13], [3.92, 0.57, -0.31], [4.83, -7.99, -2.48], [0.23, 0.74, 0.53], [2.48, -3.57, 4.15], [-1.87, 5.59, 1.27], [3.70, -6.66, -0.69], [-0.94, -3.20, 0.20], [-2.01, -5.63, 5.81], [-1.51, 4.27, 0.90], [-0.93, -0.33, 0.35], [1.66, -3.17, -3.25], [-4.29, 1.73, -2.46], [2.84, -0.03, -2.36], [-6.36, 5.10, 1.85], [4.19, 1.62, -1.21], [2.42, 0.14, 0.22], [-0.64, -2.18, 0.79], [-0.35, 1.80, 0.42], [-2.52, 0.61, -0.14], [2.08, 0.80, 0.37], [-2.28, 3.63, -2.86], [-4.41, -0.56, 1.62], [-6.74, 1.15, -3.07], [3.43, 1.18, -7.43], [-1.87, -1.20, 0.20], [-0.42, 2.05, 1.04], [2.27, -0.64, -0.17], [-0.40, -1.15, 1.30], [0.74, -1.78, 1.35], [0.56, -0.71, 1.32], [-0.32, -1.69, -0.25], [0.10, -2.48, 0.41], [0.45, 0.54, -1.65], [-0.10, -1.53, -2.15], [-2.03, -1.08, 5.62], [1.58, 0.14, -1.02], [-2.19, -0.21, 0.01], [0.84, -0.55, 1.48], [0.37, -0.04, -3.46], [-0.37, 1.91, 1.51], [0.26, -0.96, 0.25], [1.14, -0.95, 0.54], [0.15, -0.49, -0.59], [-0.59, 0.97, -0.97], [-0.37, -0.09, -1.45], [1.46, -1.84, -1.03], [-0.99, 0.95, 0.04], [-1.15, 1.60, -0.39], [-1.63, 1.03, 2.07], [0.82, 0.77, 0.52], [-0.70, 0.13, -0.06], [0.85, 1.37, 0.73], [2.06, 3.11, -2.11], [0.05, -1.43, 1.52]], "total_charge": -1, "de_lowest_kcal_mol": 181.0, "homo_lumo_gap_ha": 0.34888, "fmax_ha_per_bohr": 0.188, "e_lumo_ev": 2.10}

=====

(2)
{"formula": "C5H7FOS", "method": "ωB97M-V with the def2-TZVPD basis set", "symbols": ["S", "F", "O", "C", "C", "C", "C", "C", "H", "H", "H", "H", "H", "H", "H"], "positions_angstrom": [[1.1680, -1.5952, 0.1517], [-2.7589, -0.6598, -0.4099], [0.0608, 0.2829, 1.5202], [0.3052, 1.1057, -0.7013], [1.6468, 0.0486, -0.3447], [-0.5774, 0.2998, 0.3076], [-0.4306, -1.2003, -0.2252], [-1.7067, -0.6901, 0.5021], [0.6874, 2.1017, -0.5754], [-0.0780, 1.1123, 1.9359], [-0.2144, 0.8004, -1.5176], [2.3290, 0.5214, 0.4284], [2.0921, -0.0449, -1.3680], [-0.6341, -0.9959, -1.2927], [-1.8890, -1.0866, 1.5889]], "forces_ev_per_angstrom": [[1.12, -1.31, 0.41], [0.33, -0.22, 1.28], [0.50, -0.17, 1.84], [1.49, -3.77, 4.12], [0.91, 2.72, -2.34], [0.11, -0.79, 0.47], [-3.04, 2.46, -0.56], [0.31, -0.88, -0.56], [-0.61, 0.53, 0.19], [-0.24, 1.23, 0.74], [-0.35, 0.23, -3.54], [-0.70, -0.48, -1.25], [0.40, 0.26, 1.07], [-0.03, -1.00, 0.40], [-0.19, 1.20, -2.29]], "de_lowest_kcal_mol": 99.9, "smiles": "O[C@@]12CCS[C@H]1[C@@H]2F", "homo_lumo_gap_ha": 0.33925, "fmax_ha_per_bohr": 0.112, "e_lumo_ev": 0.74}

=====

(3)
{"formula": "C3H10OS", "method": "ωB97M-V with the def2-TZVPD basis set", "symbols": ["S", "O", "C", "C", "C", "H", "H", "H", "H", "H", "H", "H", "H", "H", "H"], "positions_angstrom": [[0.2657, 1.7027, 0.6220], [-0.5589, -0.6329, -2.6803], [0.3370, 0.3338, 1.8331], [-0.7879, -0.6545, 1.6726], [0.6606, -0.0160, -2.2484], [0.7655, -0.2579, -1.1937], [-1.7718, -0.1936, 1.6242], [0.4441, 0.7804, 2.8202], [-0.8754, 2.2646, 1.0425], [1.5592, -0.3815, -2.7465], [1.3162, -0.1123, 1.6692], [-0.6612, -1.2553, 0.7737], [0.5106, 1.0544, -2.3408], [-0.3774, -1.2866, -3.3652], [-0.8263, -1.3453, 2.5172]], "forces_ev_per_angstrom": [[0.08, 0.10, 0.17], [0.24, -0.31, -0.42], [0.34, 0.73, -0.08], [-0.19, -0.55, 0.29], [-0.63, -0.49, 0.34], [0.18, 0.14, 0.10], [0.04, 0.25, -0.05], [-0.44, -0.08, 0.11], [0.00, -0.06, 0.11], [-0.14, 0.15, -0.35], [-0.01, -0.22, -0.25], [-0.01, 0.08, -0.12], [0.41, 0.13, -0.08], [0.01, 0.19, 0.18], [0.13, -0.05, 0.05]], "de_lowest_kcal_mol": 17.2, "smiles": "CCS.CO", "homo_lumo_gap_ha": 0.36215, "fmax_ha_per_bohr": 0.017, "e_lumo_ev": 0.91}

=====

(4)
{"formula": "C2H6BNP", "method": "ωB97M-V with the def2-TZVPD basis set", "symbols": ["P", "N", "C", "C", "B", "H", "H", "H", "H", "H", "H"], "positions_angstrom": [[0.5971, 0.4327, -1.0090], [1.6549, -0.6027, -1.6672], [-0.8324, -0.0504, 2.5352], [-0.9858, -0.2641, 1.3372], [-1.0111, -0.3831, -0.2964], [-0.3170, 0.1474, 3.5033], [-1.1538, -1.5164, -0.6481], [-1.9325, 0.2295, -0.7735], [1.2325, 1.1012, 0.0901], [2.5298, -0.5341, -1.1250], [0.1964, 1.4257, -1.9732]], "forces_ev_per_angstrom": [[0.68, -1.69, -0.02], [0.48, 0.62, 0.54], [1.10, 0.03, 0.09], [0.31, 0.44, 0.09], [-0.85, 0.36, 1.20], [-1.15, -0.35, -1.29], [0.41, -0.29, -0.18], [-0.30, 0.34, 0.08], [-0.41, 0.47, -0.49], [-0.44, -0.09, -0.57], [0.16, 0.15, 0.53]], "total_charge": -1, "homo_lumo_gap_ha": 0.27647, "fmax_ha_per_bohr": 0.035, "e_lumo_ev": 4.02}

=====

(5)
{"formula": "C6H15N2O2P", "method": "ωB97M-V with the def2-TZVPD basis set", "symbols": ["P", "O", "O", "N", "N", "C", "C", "C", "C", "C", "C", "H", "H", "H", "H", "H", "H", "H", "H", "H", "H", "H", "H", "H", "H", "H"], "positions_angstrom": [[2.7957, -0.6866, -1.2175], [2.2052, 0.1371, -0.1552], [1.2432, -1.0442, -2.5318], [-0.8697, -1.1425, -0.8974], [3.9010, 0.1222, -3.6662], [3.3259, 0.6811, -2.4124], [-0.8241, 0.8743, 1.9543], [-2.2020, -1.1898, 1.3105], [-3.1300, 0.5217, 3.0035], [-1.4451, -1.2390, 0.0805], [-2.2276, 0.2976, 1.8004], [-0.2376, 0.5441, 2.9085], [2.5452, 1.2937, -2.6750], [-3.1418, 1.5941, 3.3266], [-1.8393, -1.8101, 2.1148], [4.8375, -0.1986, -3.5015], [3.8012, 1.3856, -1.6709], [-2.7758, 0.8187, 0.9908], [-4.0561, 0.2064, 2.4099], [1.3213, -1.8972, -2.8880], [-2.9030, -0.0118, 3.8632], [-1.0459, 1.9923, 2.1992], [-0.1597, 0.5513, 1.1375], [3.8767, 0.7733, -4.4197], [-3.2508, -1.5687, 1.1402], [0.2558, -1.0049, -2.2044]], "forces_ev_per_angstrom": [[3.39, -0.65, -0.78], [-1.79, 1.18, 2.44], [-4.08, 1.80, -0.39], [-0.02, -0.06, -0.65], [-0.22, 0.23, 2.16], [1.99, -0.81, -0.05], [0.33, 0.85, 2.22], [-1.68, 0.53, 0.81], [-1.47, 1.03, -2.96], [-0.31, -0.29, 0.60], [0.68, -0.04, -0.37], [-1.38, 0.11, -1.39], [-2.68, 0.79, -0.83], [-0.25, -0.79, -0.69], [0.68, -0.40, -0.02], [0.39, -0.08, -0.12], [0.96, -0.92, -0.99], [0.74, 0.10, 0.11], [0.12, 0.57, 2.28], [0.42, -2.07, -0.95], [0.26, -1.54, 1.43], [1.14, -1.63, -1.18], [-0.14, 1.15, 0.03], [0.03, 0.50, -0.38], [0.95, 0.46, -0.11], [1.95, -0.02, -0.20]], "de_lowest_kcal_mol": 11.6, "homo_lumo_gap_ha": [0.17938, 0.29480], "fmax_ha_per_bohr": 0.087, "multiplicity": 3, "e_lumo_ev": [0.73, -1.25]}

=====

(6)
{"formula": "C6H19ClF2N4O6PS2Ti", "method": "ωB97M-V with the def2-TZVPD basis set", "symbols": ["Ti", "Cl", "S", "S", "P", "F", "F", "O", "O", "O", "O", "O", "O", "N", "N", "N", "N", "C", "C", "C", "C", "C", "C", "H", "H", "H", "H", "H", "H", "H", "H", "H", "H", "H", "H", "H", "H", "H", "H", "H", "H", "H"], "positions_angstrom": [[3.2163, 1.9167, -2.8810], [5.8847, 4.9318, -0.7254], [-0.7517, 3.1558, -6.1247], [0.4087, 5.2795, -6.1400], [-0.6142, -0.9505, 1.7768], [1.5566, 6.0097, -5.2590], [0.1101, 1.8973, -6.7235], [5.6053, 0.1525, -5.1472], [-1.4776, 3.5263, -7.3451], [0.9954, 5.5755, -7.4364], [-1.5068, 2.5621, -5.0133], [-0.2762, 0.1311, 0.8139], [-0.8202, 5.9155, -5.6980], [0.7131, 3.9090, -5.6836], [-0.9209, -0.5909, 3.4561], [-1.9524, -1.8823, 1.1559], [0.6756, -2.0317, 2.1133], [-1.3412, -1.7181, 4.3200], [0.4896, -3.3057, 2.7905], [-3.2753, -1.1755, 1.0558], [1.9510, -1.4654, 2.3375], [-1.4764, -2.6610, 0.0012], [-0.4138, 0.6666, 4.0874], [2.6165, -2.0571, 2.9661], [2.4027, -1.4782, 1.3455], [-1.1481, 1.4069, 4.4051], [5.3287, -0.4645, -4.4420], [-0.6263, -1.8341, 5.1345], [-0.5728, -2.2779, -0.4730], [-0.4838, -3.7859, 2.6905], [-1.6326, -2.6810, 3.9005], [-2.2622, -2.5348, -0.7436], [-4.0536, -1.9372, 1.0091], [-1.3300, -3.7127, 0.2476], [-3.3799, -0.6562, 2.0084], [1.1980, -4.0604, 2.4489], [1.8085, -0.4024, 2.5319], [-3.3493, -0.4038, 0.2896], [-2.3367, -1.4705, 4.6884], [0.1039, 0.4557, 5.0232], [0.7069, -3.1562, 3.8481], [0.2303, 1.2024, 3.3902]], "forces_ev_per_angstrom": [[0.98, 0.04, -0.69], [-0.26, -0.25, -0.02], [0.32, -4.27, -0.75], [2.79, 8.16, -1.91], [-0.16, -0.80, 1.14], [-0.50, -0.01, 0.57], [-0.81, 0.17, 0.59], [-0.97, 0.12, 1.10], [1.16, 0.40, 2.45], [-1.77, -0.16, 0.40], [1.43, 1.63, -1.67], [0.19, -0.34, 1.57], [0.72, -0.83, -0.64], [-3.41, -5.13, 1.01], [-0.56, 0.64, -1.59], [1.55, 0.79, 1.31], [-2.80, -1.95, -1.18], [-1.12, 1.41, 0.32], [0.31, -0.18, 0.03], [1.40, -0.46, 0.96], [0.77, 1.02, -2.12], [-0.98, 0.39, -0.45], [-0.45, -0.67, -0.27], [-0.41, 0.36, 0.52], [0.82, 0.23, 0.02], [-0.74, -0.20, -0.28], [0.29, 0.12, -0.43], [-0.13, -0.19, 0.11], [0.09, 0.14, 0.23], [-0.06, 0.47, -0.22], [0.96, 0.34, -0.78], [0.07, -0.48, -0.26], [-0.04, 0.16, -0.30], [-0.09, -0.03, -0.01], [-0.20, 0.02, 0.08], [0.32, 0.07, -0.33], [0.70, 0.02, 0.81], [0.13, -0.30, -0.38], [-0.02, 0.46, 0.89], [0.47, -0.38, -0.17], [-0.12, -0.28, 0.30], [0.13, -0.25, 0.04]], "total_charge": -2, "de_lowest_kcal_mol": 132.0, "homo_lumo_gap_ha": [0.19205, 0.18990], "fmax_ha_per_bohr": 0.172, "multiplicity": 4, "e_lumo_ev": [3.08, 3.08]}